Entry 1:
This record from OMol25 describes a 2-piece molecular cluster, C3H10OS2 overall at a distorted geometry. The level of theory is ωB97M-V/def2-TZVPD.

The geometry in XYZ format:
```
16
Properties=species:S:1:pos:R:3:forces:R:3
S -1.1943 -0.3822 -1.9517 1.3318 2.2167 0.9071
S 0.3107 1.1509 -0.8752 -1.6616 -2.6447 -1.1899
O 3.6376 0.2646 -0.4478 -0.1887 0.1260 -0.0997
C -0.1229 0.5861 0.7575 -0.3174 0.5483 1.9441
C -1.4610 1.1868 1.2105 0.8671 0.4624 0.8241
C -0.8220 -1.8455 -0.9856 1.0140 -0.1024 -1.4545
H -0.1700 -0.4506 1.1131 0.1400 -0.4461 -1.4723
H 2.7194 0.5227 -0.2885 0.0524 -0.1151 0.0289
H 0.1047 -1.6254 -0.4652 -0.2039 -0.2464 0.4398
H -1.6462 0.9458 2.2618 -0.2142 -0.4856 -0.1582
H -1.3922 2.2725 1.2484 -0.2318 0.1140 -0.5625
H 3.7178 0.4322 -1.3931 0.1781 -0.0753 0.0123
H -1.6528 -2.1719 -0.3795 0.0355 -0.0922 0.2436
H -2.2538 0.8307 0.5575 -0.1240 0.1702 0.1025
H 0.7328 0.8400 1.4020 -0.2048 0.8807 -0.0955
H -0.5078 -2.5566 -1.7642 -0.4725 -0.3105 0.5302
```
Forces are in eV/Å.

As for the energy above the lowest of the compared OMol25 structures with the same formula, charge and spin: 1.2653 eV. For the orbital gap, the calculation gives 8.06 eV. The spin multiplicity is 1. Its total energy is -991.8651 Ha. The molar mass comes out at 126.25 g mol⁻¹. The SMILES is CCSSC.O.

***

Entry 2:
This record from OMol25 describes C10H18ClGaIN2O2P as an isolated structure at a distorted geometry. The level of theory is ωB97M-V/def2-TZVPD.

The geometry in XYZ format:
```
36
Properties=species:S:1:pos:R:3:forces:R:3
I 0.5818 1.3388 0.3553 -2.4349 0.6778 1.9373
Ga -1.9666 0.6284 1.3912 1.3526 0.7223 -2.8664
Cl -3.8473 0.9677 0.5166 0.3964 -0.1262 0.4350
P 0.1714 0.3565 -2.7970 0.2837 -0.1179 -0.0499
O 4.1936 -0.6522 0.5648 -2.3203 1.4255 -0.2823
O 1.7066 -1.2020 -0.9501 -3.3351 0.7890 -2.5153
N -0.1733 -0.6092 4.4400 0.0540 -0.6315 0.2976
N -1.1683 -0.6222 2.5051 1.3063 0.7431 1.2435
C -0.5280 -0.6221 -4.1591 0.2419 0.1378 0.3509
C -1.0246 1.7065 -2.5101 -0.0480 0.4162 0.1062
C -0.5123 -2.0051 -1.0940 -0.8172 0.2193 -1.2342
C 0.5618 -0.9881 -1.3890 2.9326 -1.4661 1.0145
C 1.8015 1.0133 -3.2305 -0.2479 0.1683 -0.2423
C 0.1222 -0.1332 5.7872 -0.0506 0.0216 0.7701
C -0.5803 -1.8752 2.6893 -0.9727 0.3494 0.5366
C -0.7721 0.1562 3.5518 -0.3267 -2.0157 -0.1050
C -0.0628 -1.9235 3.9500 -0.3066 1.4948 -0.6178
C 3.2458 -0.0200 0.4437 3.3039 -1.2973 0.5732
H -1.5502 -0.9161 -3.8767 0.3413 -0.0028 -0.2584
H -0.5426 -0.0311 -5.0912 0.0119 -0.2439 0.4276
H 0.3227 0.9489 5.7334 -0.0759 -0.5060 0.1439
H 2.5467 0.3012 -2.8804 0.0962 0.0069 0.0572
H -0.8403 -2.0320 -0.0627 0.2780 0.0913 0.2082
H -1.4004 -1.7791 -1.7078 0.1478 -0.3119 0.2528
H 1.0048 -0.6565 6.1626 -0.1821 0.1777 -0.0011
H 0.1206 -1.4962 -4.2681 -0.2611 -0.0330 -0.2556
H -0.1232 -3.0023 -1.3836 -0.1874 0.5429 0.2451
H -0.8962 1.2221 3.6534 -0.1655 0.1079 0.1801
H -1.9280 1.3976 -1.9683 0.2799 -0.1778 -0.1474
H -0.5659 2.5304 -1.9447 -0.0934 -0.4090 -0.2791
H -1.3474 2.1111 -3.4822 0.1891 -0.3503 0.0775
H -0.7560 -0.3373 6.4434 0.7328 0.1887 -0.4471
H -0.6056 -2.6039 1.9091 -0.1977 -0.4189 0.0797
H 1.9019 1.1245 -4.3233 -0.1586 -0.0328 0.4149
H 0.3273 -2.7474 4.5217 0.2574 0.1372 0.0186
H 1.9595 1.9897 -2.7558 -0.0235 -0.2767 -0.0688
```
Forces are in eV/Å.

For the orbital gap, the calculation gives 7.52 eV. The spin multiplicity is 1. Its total energy is -3675.3032 Ha. The molar mass comes out at 461.32 g mol⁻¹. As for the charge: +2.

***

Entry 3:
This record from OMol25 describes a 5-piece molecular cluster, C16H42BBrFO18P4 overall at a distorted geometry. The level of theory is ωB97M-V/def2-TZVPD.

The geometry in XYZ format:
```
83
Properties=species:S:1:pos:R:3:forces:R:3
Br -4.9061 -1.6875 -0.7144 0.5425 0.7428 1.1604
P 10.3414 -6.5327 -4.7086 -0.9741 1.1178 -0.0473
P -5.1740 5.8230 0.6741 1.3169 -1.0310 -0.5409
P 3.7351 -3.5410 -3.3914 -0.5895 -0.9496 0.8613
P -7.1621 4.1774 7.4561 -0.6368 0.8584 -0.4327
F 0.6747 -0.8373 -0.7453 -1.6263 2.7012 2.9430
O -4.0839 -0.7772 2.0167 -0.4998 1.3288 -8.9276
O 0.3860 0.0766 1.5807 -0.9913 -0.9113 -9.1647
O 11.8220 -6.0730 -4.2705 -1.1628 -1.0507 0.5166
O -5.0408 7.4274 0.7339 -0.9903 -0.9224 -0.6251
O 10.6021 -7.6305 -5.8575 -0.4608 1.1075 0.1638
O -6.3311 5.5906 -0.4210 0.6247 1.4708 0.9550
O 3.6560 -2.5672 -2.1104 1.5053 -0.6660 -1.6561
O 3.1925 -4.9185 -3.1723 0.6529 2.0372 -0.6447
O -5.6815 4.6372 7.8942 -1.2529 -1.0096 0.5907
O -8.0784 5.2923 7.0593 1.3594 -1.7311 0.3117
O 9.4251 -5.4178 -5.1054 1.4539 -1.8283 0.2616
O -6.9013 3.0797 6.3072 -0.6327 1.3840 0.3237
O -7.6636 3.3057 8.7135 1.3544 0.6618 -0.4819
O -3.8961 5.0927 0.4024 -2.0488 1.2003 0.7827
O 5.2914 -3.4849 -3.8004 -0.9323 0.7623 0.8895
O -5.8830 5.4422 2.0688 1.0488 -0.0549 -0.6241
O 3.0014 -2.7064 -4.5567 -0.0439 -1.0408 0.5380
O 9.8399 -7.4045 -3.4512 1.5669 0.6940 -0.6447
C -6.5200 4.2633 -0.8706 -0.0203 -0.8720 -0.3527
C -5.1224 5.7188 7.1757 0.3124 0.7827 -0.4456
C -9.0321 2.9501 8.7319 -0.7351 -0.1161 0.0451
C 5.7280 -4.4269 -4.7605 0.2846 -0.4729 -0.4755
C -6.2789 1.8612 6.6650 0.4198 -0.8363 0.1085
C 3.6077 -1.5157 -5.0200 0.2590 0.6038 -0.2496
C 8.4714 -7.7600 -3.4328 -0.8861 -0.1232 0.0807
C -0.8266 1.4018 -0.2674 2.6785 -0.5929 -0.2030
C -3.8591 7.9373 1.3190 0.7722 0.2523 0.2257
C 12.3811 -4.9913 -4.9890 0.2837 0.7915 -0.3927
C -3.5441 1.0023 0.1367 -2.5988 -0.2638 0.2771
C 0.1273 0.1423 0.2571 0.2704 1.8451 6.4589
C -4.1181 -0.4618 0.7059 1.2178 1.4740 7.3322
C -7.2137 5.8674 2.2890 -0.7297 0.1648 0.1931
C 11.2246 -8.8489 -5.4997 0.2986 -0.6808 0.1576
C 2.5085 -2.6959 -1.2947 -0.8906 -0.2676 0.7939
B -2.2464 0.8309 -0.8684 0.0997 -0.4629 0.2438
H 6.0567 -5.3345 -4.2496 -0.0707 0.0253 -0.1509
H -2.0863 -0.3273 -1.1213 -0.0062 -0.5680 -0.1162
H -7.4102 6.8356 1.8195 -0.0004 -0.0884 0.0423
H -4.1204 5.9196 7.5641 -0.1934 -0.2556 0.0299
H 7.9047 -6.9808 -2.9185 -0.0244 -0.0948 -0.1410
H 2.4584 -3.7022 -0.8697 -0.0332 0.0602 -0.1383
H -6.2880 3.5418 -0.0831 0.0416 -0.0362 -0.1339
H 8.3637 -8.7006 -2.8885 0.1552 0.1318 -0.0393
H -0.9358 2.1475 0.6372 0.6494 -1.5808 -1.7719
H 11.7712 -4.0937 -4.8550 0.0400 -0.1311 -0.1226
H 2.5766 -1.9764 -0.4745 0.1420 -0.1296 -0.4153
H -5.8807 4.0833 -1.7377 -0.0167 -0.1106 0.1690
H 4.1320 -0.9913 -4.2159 -0.0661 -0.0354 -0.0920
H -5.7677 1.4541 5.7878 -0.1488 0.2177 0.0950
H 6.5696 -3.9992 -5.3095 -0.0696 0.0021 0.1863
H -3.9017 9.0295 1.3049 -0.2263 -0.1987 -0.0460
H -2.4641 1.3576 -1.9121 -0.2114 0.5264 -0.4868
H -0.2338 1.8765 -1.1852 -1.0801 -0.8481 2.1216
H 12.4532 -5.2379 -6.0517 0.0028 0.1034 0.0433
H 1.6048 -2.4908 -1.8750 0.1558 -0.0729 0.1748
H -7.9023 5.1196 1.8867 -0.0007 0.1285 0.0165
H 10.4617 -9.5619 -5.1760 0.1288 0.0223 0.0377
H -5.5471 2.0026 7.4657 -0.0694 -0.0285 -0.0914
H -3.3903 1.7847 1.0025 -0.4657 -1.9590 -1.2672
H -7.0418 1.1482 6.9888 0.1165 0.0273 0.0317
H 8.0832 -7.8930 -4.4458 -0.0658 0.0368 0.0814
H -7.3829 5.9568 3.3660 0.1668 -0.0764 -0.1609
H 4.9316 -4.6682 -5.4690 0.0475 -0.0841 0.0394
H -7.5649 4.1406 -1.1635 0.0940 0.1669 0.0704
H -9.1398 2.0096 9.2762 0.1618 0.1148 -0.0429
H -2.9852 7.6171 0.7450 -0.0832 -0.0492 0.1646
H -4.4260 1.4294 -0.5445 1.6189 -1.0529 1.5317
H 11.7357 -9.2560 -6.3769 -0.1417 0.2089 0.0786
H -9.5988 3.7294 9.2462 -0.0319 -0.0747 -0.1450
H -5.0503 5.4722 6.1130 0.0199 0.0939 0.0487
H -9.4203 2.8172 7.7189 -0.0606 0.0355 0.0873
H 13.3830 -4.7906 -4.6006 -0.1938 -0.2453 0.0425
H 2.8326 -0.8577 -5.4234 0.0269 -0.2324 0.1423
H -3.7702 7.5970 2.3543 0.0907 0.0333 -0.0636
H -5.7323 6.6164 7.3097 0.0302 -0.1209 -0.1111
H 11.9564 -8.7076 -4.6990 -0.0708 -0.0385 -0.0811
H 4.3131 -1.7578 -5.8194 0.0220 0.0803 0.0765
```
Forces are in eV/Å.

For the orbital gap, the calculation gives 7.43 eV. The spin multiplicity is 1. Its total energy is -6053.6091 Ha. The molar mass comes out at 756.10 g mol⁻¹. As for the charge: -1.

***

Entry 4:
This record from OMol25 describes C43H49CaN13O3S4 as an isolated structure. The level of theory is ωB97M-V/def2-TZVPD.

The geometry in XYZ format:
```
113
Properties=species:S:1:pos:R:3:forces:R:3
Ca 0.2727 -0.4850 0.1331 -0.0041 -0.1112 -0.4891
S -1.5678 0.2066 -1.8627 -0.1857 0.1488 0.0915
S 0.7424 -1.8462 -2.7535 -0.0437 0.1913 0.0924
S 2.0260 -7.4368 -2.8901 -0.0420 -0.0566 0.0461
S 1.8224 -4.5331 -3.5000 -0.0047 0.0960 -0.0390
O 2.7601 -0.4216 -0.3654 0.0888 -0.0539 -0.0373
O 1.8556 1.7048 0.7185 0.0465 -0.0979 0.0333
O 1.6218 -2.4785 0.5517 0.0559 -0.0559 0.1390
N 3.4447 3.0901 -0.0967 0.0264 0.0453 0.0014
N 3.0874 -3.9813 -0.2964 -0.1012 -0.0999 -0.0406
N -3.4658 2.0107 -1.6966 0.0121 0.0616 -0.0535
N 0.8451 2.3266 -1.9758 0.3060 -0.0341 -0.0626
N -2.3022 1.8536 0.2285 0.0115 0.0936 -0.0221
N 0.1989 -5.6078 -1.9587 -0.0090 -0.0189 0.0299
N 0.8016 6.0536 -5.4604 0.0174 0.0034 -0.0349
N -1.5180 -2.2888 0.9045 0.1458 -0.1005 0.0222
N -1.3069 1.2680 0.9415 0.0177 0.0588 0.0961
N 0.6141 0.0870 2.5473 -0.1943 -0.0179 -0.0111
N -0.0870 -4.2511 -1.8317 0.0166 -0.0125 -0.0747
N -0.6715 6.8004 -3.9609 -0.0132 -0.0123 0.0701
N -0.2948 -2.9664 2.7623 -0.0158 -0.0327 -0.1011
C 0.8990 3.4468 -4.0883 -0.0062 -0.0258 -0.0628
C -4.2235 3.1458 -1.2115 -0.0002 -0.0055 -0.0114
C -1.1672 1.7013 2.1491 -0.1886 -0.0137 -0.0077
C -3.7045 -3.7971 1.7238 -0.0098 -0.0235 0.0503
C 1.2504 -5.9701 -2.7251 0.0146 0.0836 -0.0053
C 0.6940 -3.5389 -2.5819 0.1190 -0.1564 -0.1414
C -1.3198 8.9557 -5.1336 0.0052 0.0068 -0.0069
C 0.1654 4.6087 -2.1387 -0.0241 0.0277 0.0240
C -1.8710 -6.8127 0.8475 -0.0028 0.0358 0.0532
C 1.0764 2.3314 -3.2892 -0.1126 0.0245 0.0458
C -2.0717 2.7413 2.7481 0.0436 0.0141 0.0330
C 2.6052 -2.7497 -0.1503 0.2221 0.1277 0.1055
C 2.8320 1.8941 0.0073 -0.0439 0.0450 -0.0599
C 3.3676 -1.6140 -0.8200 -0.1054 0.0143 0.1099
C 2.4784 -5.1027 0.4078 0.0263 -0.0346 0.0386
C -2.1630 -8.1093 0.4510 0.0165 -0.0146 -0.0652
C -0.0737 1.1543 2.9791 0.1245 -0.0245 0.0786
C 1.2957 1.2663 4.9510 0.0223 -0.0159 0.0097
C 0.2936 7.2718 -5.8824 -0.0055 -0.0003 0.0050
C 0.2052 5.8103 -4.3283 -0.0201 0.0163 -0.0016
C -1.4738 -2.9985 2.0382 0.0085 0.0493 0.0296
C 0.2551 1.7661 4.1910 0.0223 0.0121 0.0540
C 3.4209 0.7425 -0.7935 -0.0394 -0.0433 -0.0496
C -2.5703 -3.7329 2.5015 -0.0253 -0.0415 0.0579
C 4.5054 3.3892 -1.0403 -0.0377 -0.0094 0.0001
C -0.9097 -7.7583 -1.5764 -0.0024 -0.0436 -0.0536
C -1.0239 9.6710 -6.2779 0.0087 -0.0294 0.0169
C -2.4548 1.4119 -1.0127 0.0473 -0.0240 0.0267
C 0.5815 8.0102 -7.0294 0.0049 0.0044 -0.0151
C 1.9962 0.1613 4.4948 -0.0016 0.0425 0.0436
C 0.4250 4.6151 -3.5032 -0.0087 0.0431 -0.0133
C -3.7279 -3.1370 0.5038 0.0205 0.0535 -0.0537
C -0.5988 -6.4724 -1.1558 -0.0066 -0.0065 0.0561
C 2.9543 4.2173 0.6755 0.0112 -0.0262 0.0008
C -0.6411 7.7544 -4.9562 0.0050 -0.0087 -0.0176
C -3.4672 4.4666 -1.3202 0.0056 -0.0104 0.0207
C -0.0846 9.2051 -7.2123 0.0010 -0.0006 0.0014
C -1.6881 -8.5724 -0.7681 -0.0054 0.0319 0.0449
C 0.4031 3.4482 -1.4190 -0.1080 -0.0780 -0.0247
C 1.6117 -0.3853 3.2849 -0.0281 -0.0032 -0.1129
C 4.2634 -4.2919 -1.0961 0.0069 -0.0314 0.0059
C -2.6194 -2.3958 0.1456 -0.0375 0.0366 0.0616
C -1.0958 -5.9872 0.0475 -0.0193 -0.0366 0.0691
H 2.2200 -5.8942 -0.2956 0.0211 0.0238 -0.0183
H -2.0438 9.3172 -4.4148 0.0024 -0.0037 -0.0006
H -0.2902 2.6337 4.5306 -0.0132 -0.0098 -0.0120
H 2.1352 -1.2428 2.8758 -0.0043 -0.0043 -0.0079
H -1.5909 3.7247 2.7613 -0.0051 -0.0051 0.0026
H 0.1158 9.7991 -8.0943 0.0001 -0.0024 0.0017
H -0.1943 5.4923 -1.6255 0.0034 -0.0048 -0.0006
H 5.4453 3.5932 -0.5222 0.0036 0.0079 0.0090
H 1.5851 -4.7639 0.9211 -0.0250 -0.0099 -0.0205
H 1.5579 1.7370 5.8901 -0.0009 0.0008 -0.0029
H -2.9708 2.8182 2.1464 -0.0067 0.0027 0.0067
H 3.2869 -1.7023 -1.9063 0.0195 -0.0113 -0.0146
H -0.5443 -8.1182 -2.5252 0.0062 -0.0022 0.0030
H -1.9270 -9.5740 -1.1010 0.0022 -0.0003 0.0000
H 1.3036 7.6445 -7.7471 -0.0047 0.0058 0.0018
H -4.5838 -3.1838 -0.1534 0.0083 0.0035 -0.0037
H 0.2215 3.4056 -0.3497 0.0080 0.0035 -0.0001
H -5.1493 3.1910 -1.7874 -0.0038 0.0032 -0.0040
H 4.4978 0.6558 -0.6111 0.0144 0.0052 0.0234
H -0.8924 -4.9634 0.3283 -0.0045 0.0062 0.0066
H -4.4913 2.9597 -0.1725 0.0034 -0.0099 0.0093
H -1.2968 6.7693 -3.1751 -0.0074 -0.0039 -0.0130
H 4.6615 2.5748 -1.7405 -0.0038 -0.0083 0.0048
H 4.2329 4.2720 -1.6221 -0.0060 0.0011 -0.0051
H 4.3674 -3.6043 -1.9306 -0.0069 0.0126 0.0046
H -4.5583 -4.3751 2.0558 0.0057 0.0016 0.0044
H 4.1371 -5.2917 -1.5129 0.0023 0.0287 -0.0088
H 2.3027 3.8540 1.4646 -0.0065 -0.0027 -0.0056
H 2.8158 -0.2670 5.0544 -0.0007 0.0045 0.0013
H -2.5955 -1.8386 -0.7815 -0.0076 0.0060 -0.0144
H 1.3889 1.3868 -3.7236 0.0279 0.0051 0.0113
H -1.5268 10.6117 -6.4593 -0.0005 0.0006 -0.0002
H -2.5033 -4.2573 3.4470 -0.0029 0.0058 -0.0076
H -2.3384 2.4853 3.7742 0.0144 0.0034 -0.0020
H -2.2568 -6.4291 1.7843 0.0199 -0.0166 -0.0449
H 3.8002 4.7482 1.1150 0.0030 -0.0022 0.0075
H 5.1717 -4.2726 -0.4878 -0.0035 -0.0066 0.0155
H -3.2526 4.7034 -2.3654 0.0120 -0.0087 0.0020
H 3.2570 0.9118 -1.8637 -0.0011 -0.0200 -0.0136
H -4.0525 5.2835 -0.8918 -0.0020 -0.0018 -0.0168
H 2.3984 4.9088 0.0376 0.0060 0.0124 -0.0009
H 1.1030 3.4177 -5.1495 -0.0027 0.0011 0.0077
H 4.4197 -1.6391 -0.5116 0.0190 0.0076 0.0129
H -3.5160 1.7652 -2.6704 -0.0362 -0.0227 0.0112
H 3.1880 -5.5106 1.1321 -0.0084 0.0333 0.0254
H -0.1959 -3.7109 3.4337 -0.0135 0.0105 0.0007
H -2.7684 -8.7489 1.0802 0.0002 -0.0043 -0.0031
H 0.5250 -2.8421 2.1792 -0.0389 -0.0013 0.0439
H -2.5247 4.3881 -0.7774 -0.0143 0.0100 0.0078
```
Forces are in eV/Å.

For the orbital gap, the calculation gives 7.00 eV. The spin multiplicity is 1. Its total energy is -4876.1235 Ha. The molar mass comes out at 964.30 g mol⁻¹.